29
Properties=species:S:1:pos:R:3 method="wB97M-V/def2-TZVPD" gap_ev="8.84 / 5.28" multiplicity=2 s_squared=0.75 homo_energy_ev="-6.1 / -6.1" total_charge=-1 e_lumo_ev="2.79 / -0.78"
O -2.5787 1.8482 -3.1810
O -1.3346 -2.0600 0.7080
O 2.9247 2.2585 1.4411
O 0.3138 -3.8668 1.7398
O -1.1457 -0.3483 -2.9510
O 1.5919 4.2170 0.6990
O -2.1259 -2.2132 -1.6385
C -0.9479 -0.8027 1.0644
C 1.0141 0.7998 1.2687
C 2.4650 1.1507 0.8416
C 0.5337 -0.5221 0.6897
H -2.0509 2.3620 -2.5517
H 0.3392 1.6504 0.9727
H 3.1940 0.2648 1.1514
H -2.1059 1.0087 -3.1345
H 1.0149 3.7681 0.1881
H 1.0091 0.7730 2.3829
H 1.1534 -1.3313 1.0760
H -1.6327 -0.0663 0.5734
H -0.3554 -3.2842 1.2876
H 1.0727 -3.4342 1.5459
H -1.5750 -2.1716 -0.4210
H -0.4076 -0.1506 -2.5031
H 0.6548 -0.5516 -0.3787
H -3.0056 -1.9555 -1.5102
H 2.5079 1.2272 -0.2475
H 2.1875 3.3613 1.0862
H -1.6073 -1.2080 -2.3637
H -1.1035 -0.7233 2.1642

---

27
Properties=species:S:1:pos:R:3 method="wB97M-V/def2-TZVPD" gap_ev=7.88 homo_energy_ev=-8.2 e_lumo_ev=-0.35
Si -2.7565 -2.0162 -1.0387
Si -1.3780 -0.4451 -0.0459
Si 1.5962 0.0737 -0.4026
Si -2.4628 2.5046 -0.1156
O 0.1268 -0.5014 -0.7630
C -1.2321 -0.8596 1.8688
C 2.0943 -0.8948 1.0924
C 2.5582 -0.3978 -1.9873
C 1.7830 1.9086 0.2059
H -2.3131 -3.5624 -1.3836
H 1.4032 -1.7755 1.2229
H -2.1222 2.7431 -1.6320
H 2.8460 2.1817 0.3307
H 2.4975 0.4499 -2.6491
H -3.7773 -2.4893 0.1034
H 2.3400 -1.3645 -2.4174
H 1.4056 2.6104 -0.4837
H 2.0488 -0.2494 1.9752
H -3.4300 -1.5345 -2.1651
H -0.2494 -0.6011 2.3037
H 3.0892 -1.1511 0.8904
H -1.9515 3.5468 0.7424
H -1.2525 -1.9303 2.1128
H 3.6374 -0.5026 -1.7743
H -1.9846 -0.4614 2.4573
H -3.7957 2.5970 0.4626
H 1.2794 2.1213 1.0897

---

28
Properties=species:S:1:pos:R:3 method="wB97M-V/def2-TZVPD" gap_ev=9.58 homo_energy_ev=-9.0 e_lumo_ev=0.61
O 1.6553 -1.0567 1.6122
O -2.3276 -0.2151 1.9616
O -1.1550 1.9168 1.5640
O 0.0238 -0.0626 3.2066
N 1.0999 0.2534 -0.5495
C -0.9935 -0.8394 -1.4435
C -1.3026 0.1975 -2.4954
C 2.1923 0.9006 -1.4702
C 0.5092 -0.9987 -1.2546
H 0.3383 -0.2087 2.3052
H -1.3744 -0.4925 -0.4200
H 1.7180 1.7136 -2.1130
H -2.5660 -0.4441 2.8288
H 0.3322 0.9244 -0.4467
H -1.4637 -1.8577 -1.6654
H 2.6147 -1.2473 1.8042
H -2.4300 0.3820 -2.4593
H -1.1543 2.0827 2.5302
H -1.9071 1.3077 1.4183
H -1.2154 -0.1703 -3.5769
H -1.7397 -0.9126 1.6231
H 0.9446 -1.0530 -2.2744
H 0.5051 -0.7259 3.5061
H 2.8479 1.5337 -0.7656
H -0.6952 1.0487 -2.1363
H 1.9070 -0.1476 1.3445
H 0.8528 -1.9062 -0.7022
H 2.7833 0.0774 -1.9319

---

The records above give, respectively, energy relative to the best compared isomer or geometry (same formula, charge and spin) values of 0.0, 0.0, 56.5 kcal/mol.
The records above give, respectively, DFT total energy values of -689.8182, -1396.3751, -519.4111 Eh.